# 1
The following is a quantum chemistry calculation of a cluster of 2 separate species, C2H5BrSi in total, from OMol25.

Element x y z (Å)
C1 0.629906 -0.176644 0.287664
C2 0.076441 -0.339549 -0.936213
Si1 -1.850123 1.354316 -0.001801
Br1 -3.453217 -0.283942 -0.011499
H1 0.675511 -0.936267 1.097609
H2 1.115279 0.796224 0.498377
H3 0.185421 0.215881 -1.788877
H4 -0.402980 -1.303765 -1.201956
H5 -1.965673 1.599521 1.496234

Cartesian forces, eV/Å:
C 0.09 0.79 -0.36
C -0.14 -3.33 2.38
Si -0.48 0.29 -0.36
Br 0.14 0.01 0.04
H -0.43 0.60 -0.86
H -0.11 -0.72 0.01
H 0.36 2.15 -1.45
H 0.19 0.53 0.53
H 0.37 -0.32 0.07

The HOMO energy is -8.3 eV. The value obtained for the orbital gap is 8.2 eV.

Löwdin population analysis, charges in e, atoms 1 to 8:
1. C -0.120
2. C -0.206
3. Si 0.282
4. Br 0.025
5. H 0.078
6. H 0.063
7. H 0.015
8. H 0.072


# 2
The following is a quantum chemistry calculation of a cluster of 2 separate species, C5H12N2O in total, from OMol25.

Element x y z (Å)
C1 -0.373827 1.836849 -1.873869
C2 0.549650 0.663902 -1.962054
C3 0.968510 -0.061514 -0.928087
N1 0.522370 0.124596 0.386539
C4 1.366941 -0.365745 1.459107
H1 0.177552 2.743032 -1.597484
H2 -1.175027 1.676653 -1.154483
H3 -0.848968 2.010955 -2.836792
H4 0.936249 0.413715 -2.939394
H5 1.655326 -0.887512 -1.060584
H6 0.033478 1.044163 0.629779
H7 1.589101 -1.422116 1.305920
H8 0.838454 -0.238002 2.403520
H9 2.306840 0.191972 1.509160
C5 -1.354541 -1.721680 1.110992
N2 -1.343309 -0.390206 0.519606
O1 -1.671551 0.555105 1.330553
H10 -1.104243 -1.731796 2.175077
H11 -2.379071 -2.079493 0.992070
H12 -0.693933 -2.362879 0.530426

Cartesian forces, eV/Å:
C -0.09 0.02 0.00
C 0.10 -0.07 0.05
C 0.04 0.30 -0.06
N 0.19 1.27 0.26
C 0.10 0.27 -0.01
H -0.11 -0.01 -0.03
H 0.02 0.01 0.13
H 0.03 0.10 -0.05
H 0.07 -0.11 -0.03
H 0.01 -0.04 0.03
H 1.37 -1.50 -0.75
H 0.00 0.00 -0.03
H -0.04 -0.04 0.00
H 0.01 -0.08 0.08
C 0.03 -0.04 0.33
N -1.73 2.02 1.09
O -0.06 -2.17 -0.97
H 0.04 0.08 -0.02
H 0.02 0.02 -0.03
H 0.01 -0.05 -0.01

The HOMO energy (alpha / beta) is -7.8 / -7.8 eV. The value obtained for the orbital gap (alpha / beta) is 8.7 / 8.7 eV. The SMILES is C/C=C\NC.CN=O.

Löwdin population analysis, charges in e, atoms 1 to 8:
1. C -0.099
2. C -0.142
3. C -0.156
4. N -0.139
5. C -0.081
6. H 0.082
7. H 0.058
8. H 0.070


Short version: largest force on an atom = 0.07967, 0.05596 Eh/bohr, in the order given.
Short version: ΔE to the lowest compared entry with this formula, charge and spin = 39.9, 122.7 kcal/mol, in the order given.